{
  "formula": "C6H10N2",
  "method": "ωB97M-V/def2-TZVPD",
  "total_energy_ev": -9357.3394,
  "spin_multiplicity": 1,
  "homo_ev": -8.47,
  "largest_force_ev_per_a": 8.65,
  "smiles": "C=C/C(C)=N/N1CC1",
  "gap_ev": 8.85,
  "e_above_lowest_ev": 7.098,
  "species": ["C", "C", "C", "C", "N", "N", "C", "C", "H", "H", "H", "H", "H", "H", "H", "H", "H", "H"],
  "xyz": [[3.29978, -0.56409, -0.03360], [2.02411, -0.83679, -0.01730], [0.77078, 0.14343, 0.03560], [0.62045, 1.62107, -0.02824], [-0.34530, -0.62416, -0.39044], [-1.56215, 0.24263, -0.16478], [-2.38268, -0.48264, 0.87239], [-2.81482, -0.45590, -0.75223], [4.14392, -1.29744, -0.36224], [3.59290, 0.38161, -0.02983], [1.35951, -1.79862, 0.35780], [1.56300, 2.11692, 0.41810], [-0.27428, 1.90699, 0.40755], [0.71620, 1.80064, -1.12374], [-1.64401, -1.23256, 1.55293], [-3.07508, 0.25109, 1.35645], [-2.45787, -1.40484, -1.18937], [-3.53444, 0.23266, -0.90904]],
  "mulliken_charge": [-0.6925, -0.1657, 0.5362, -0.9899, -0.5061, -0.1440, -0.4043, -0.5136, 0.2177, 0.3265, 0.2222, 0.3052, 0.4091, 0.2611, 0.2694, 0.2170, 0.3334, 0.3183]
}

{
  "formula": "C16H18BFN6W",
  "method": "ωB97M-V/def2-TZVPD",
  "total_energy_ev": -31024.8014,
  "spin_multiplicity": 3,
  "homo_ev": [-14.50, -14.63],
  "largest_force_ev_per_a": 6.05,
  "gap_ev": [5.96, 6.12],
  "charge": 2,
  "e_above_lowest_ev": 2.263,
  "species": ["H", "N", "B", "N", "C", "W", "H", "C", "H", "C", "H", "C", "H", "H", "H", "N", "N", "N", "N", "C", "C", "H", "H", "C", "C", "C", "C", "H", "H", "H", "H", "H", "F", "C", "C", "C", "C", "C", "C", "H", "H", "H", "H"],
  "xyz": [[0.35086, -2.18052, -2.16347], [-0.12312, -0.20424, -1.51813], [-0.92211, 2.20224, -1.42637], [-0.69733, 0.88257, -2.18512], [-0.94700, 0.54628, -3.46420], [0.50730, 0.10642, 0.52489], [-1.40565, 1.25973, -4.14157], [-0.53849, -0.76693, -3.65545], [-0.59451, -1.33784, -4.56152], [-0.04080, -1.21126, -2.43023], [-1.39918, 3.04913, -2.11812], [1.87207, -0.07776, 1.99687], [2.61536, -0.87004, 1.75264], [1.28710, -0.37827, 2.88648], [2.35366, 0.87002, 2.25610], [0.51163, 2.64341, -0.93788], [-1.87394, 1.88241, -0.18816], [1.29159, 1.79982, -0.13649], [-1.48395, 0.92526, 0.76702], [1.19294, 3.78122, -1.15546], [-3.13386, 2.21916, 0.09133], [0.74565, 4.59026, -1.72026], [-3.64034, 2.93730, -0.54376], [2.43728, 3.69001, -0.52182], [-3.58000, 1.54074, 1.24455], [2.49880, 2.44364, 0.08130], [-2.59379, 0.63761, 1.59453], [3.19521, 4.46024, -0.49728], [-4.51872, 1.69275, 1.75185], [3.27669, 2.02558, 0.70200], [-2.40133, 0.03229, 2.46771], [-0.73102, 1.38423, 1.28877], [1.04545, -5.98783, 2.15218], [0.76651, -4.74285, 1.63792], [1.51625, -4.26095, 0.57735], [1.30318, -2.94494, 0.13443], [0.38173, -2.10514, 0.77727], [-0.44361, -2.66835, 1.76191], [-0.22727, -3.97797, 2.22476], [2.26431, -4.88717, 0.11448], [1.91466, -2.56330, -0.68705], [-1.22098, -2.05729, 2.22540], [-0.81125, -4.37968, 3.04060]],
  "mulliken_spin": [0.0018, -0.0142, 0.0062, -0.0075, 0.0223, 1.7159, -0.0008, -0.0053, 0.0003, -0.0125, 0.0003, 0.0387, -0.0235, -0.0069, 0.0212, -0.0138, -0.0179, 0.0289, 0.1616, 0.0182, 0.0487, 0.0022, 0.0023, 0.0012, 0.0272, 0.0084, 0.0457, 0.0006, 0.0009, -0.0032, -0.0108, -0.0518, -0.0002, 0.0017, -0.0040, 0.0349, -0.0299, 0.0068, 0.0090, -0.0001, 0.0014, -0.0042, 0.0001]
}

{
  "formula": "C21H27BrN4NaO5",
  "method": "ωB97M-V/def2-TZVPD",
  "total_energy_ev": -112874.3065,
  "spin_multiplicity": 1,
  "homo_ev": -4.21,
  "largest_force_ev_per_a": 0.81,
  "gap_ev": 6.43,
  "charge": -1,
  "e_above_lowest_ev": 0.000,
  "species": ["Na", "O", "C", "O", "C", "O", "C", "C", "O", "O", "H", "H", "H", "H", "H", "Br", "C", "C", "C", "C", "C", "C", "H", "H", "H", "H", "N", "C", "C", "C", "C", "C", "N", "H", "H", "H", "H", "H", "H", "C", "C", "N", "C", "C", "N", "C", "C", "H", "H", "H", "H", "H", "H", "H", "H", "H", "H", "H", "H"],
  "xyz": [[-1.30572, 0.11203, -0.71057], [-1.18374, -3.45467, -1.61852], [-1.48000, -2.30587, -2.19367], [-0.70244, -1.37897, -2.27840], [-2.89024, -2.24774, -2.78478], [-3.53900, -1.02076, -2.53839], [-4.34477, -1.04551, -1.34496], [-3.70341, -1.76196, -0.13682], [-4.42313, -2.37104, 0.64974], [-2.45060, -1.67554, -0.06662], [-0.40837, -3.28848, -0.98394], [-2.80031, -2.36356, -3.86573], [-3.47815, -3.09000, -2.38623], [-4.51185, 0.00299, -1.06686], [-5.31493, -1.53514, -1.55172], [-3.99745, 6.23840, 1.29631], [-3.14417, 4.57073, 0.85971], [-2.77950, 3.69402, 1.86120], [-2.17629, 2.48721, 1.51625], [-1.90872, 2.10775, 0.19045], [-2.27348, 3.07124, -0.76212], [-2.89737, 4.28557, -0.46864], [-2.96886, 3.96732, 2.89241], [-1.92428, 1.79459, 2.32119], [-2.09917, 2.85247, -1.81160], [-3.21283, 4.97150, -1.24336], [-1.02392, -2.89911, 1.87437], [0.21218, -3.32853, 1.58350], [1.03640, -3.96394, 2.54318], [2.29750, -4.36415, 2.17634], [2.77614, -4.10862, 0.88599], [1.90507, -3.48784, 0.01876], [0.65936, -3.13099, 0.32540], [-1.42354, -3.06705, 2.78490], [-1.62552, -2.49298, 1.13773], [0.64592, -4.13446, 3.54457], [2.92555, -4.84411, 2.91159], [3.77679, -4.36821, 0.56990], [2.19621, -3.26332, -0.99349], [2.39276, 0.73281, 0.97639], [3.79220, 1.41433, 1.09799], [4.03840, 2.32086, -0.04583], [3.96869, 1.54393, -1.29414], [2.59634, 0.80829, -1.41271], [1.74288, 1.16241, -0.26748], [1.57658, 2.62481, -0.24411], [2.95165, 3.32579, -0.05114], [1.72702, 1.00730, 1.79909], [2.49961, -0.35192, 0.96139], [4.58114, 0.67043, 1.09312], [3.87614, 2.01268, 2.00166], [4.79024, 0.81811, -1.28264], [4.12123, 2.23008, -2.13381], [2.71535, -0.27184, -1.40209], [2.05770, 1.09182, -2.32803], [0.87936, 2.88354, 0.55415], [1.11533, 2.92135, -1.18438], [2.98176, 3.87533, 0.88921], [3.15626, 4.01663, -0.86372]],
  "mulliken_charge": [0.6781, -0.4972, 0.8297, -0.7385, -0.6816, -0.4084, -0.6191, 0.6969, -0.8048, -0.6272, 0.4849, 0.3765, 0.3764, 0.2646, 0.2740, -0.2768, 0.2221, -0.5238, -0.1534, -0.5897, -0.1292, -0.6695, 0.3631, 0.2817, 0.3485, 0.3868, -0.1758, 0.6992, -0.9186, -0.1582, -0.9812, -0.2528, -0.1086, 0.1980, 0.2310, 0.3357, 0.3838, 0.4083, 0.4524, -0.3534, -0.7625, -0.2284, -0.7062, -0.4220, 0.0915, -0.5379, -0.8376, 0.4232, 0.1134, 0.3782, 0.2925, 0.3671, 0.2686, 0.1714, 0.4150, 0.2698, 0.4355, 0.3426, 0.3018]
}

{
  "formula": "C2H3BrOS",
  "method": "ωB97M-V/def2-TZVPD",
  "total_energy_ev": -85046.1485,
  "spin_multiplicity": 1,
  "homo_ev": -9.20,
  "largest_force_ev_per_a": 3.17,
  "gap_ev": 9.05,
  "e_above_lowest_ev": 1.303,
  "species": ["C", "C", "O", "S", "Br", "H", "H", "H"],
  "xyz": [[-0.59524, 1.44681, 0.47481], [-0.11629, 0.17870, 0.04061], [-0.35527, 3.90599, 1.36891], [0.35336, 2.64234, 1.04723], [-2.40676, 1.87147, 0.30720], [-0.91039, -0.55357, 0.46553], [-0.30891, 0.06852, -0.99334], [1.00403, 0.11645, 0.15457]],
  "mulliken_charge": [0.2028, -0.8890, -0.5315, 0.3333, -0.0392, 0.2707, 0.3323, 0.3207]
}